(1)
A cluster of 2 separate species, C17H19N in total at a distorted geometry. Source: OMol25; level of theory: ωB97M-V with the def2-TZVPD basis set.

Output
**Calculated total energy**: -713.7412 Ha
**LUMO level (alpha / beta)**: 3.2 / 3.0 eV
**Multiplicity**: 2
**Charge**: -1
**Molar mass**: 237.35 g mol⁻¹
**<S²>**: 0.75

Element x y z (Å)
C: 1.67 -2.54 0.02
C: 3.08 -2.63 0.71
C: 0.48 -2.50 0.91
C: -0.89 -2.40 0.36
C: 0.72 -2.62 2.32
C: -1.90 -2.67 1.24
C: -0.52 -2.73 3.13
C: -1.75 -2.93 2.54
H: 1.45 -1.82 -0.64
H: 1.79 -3.43 -0.62
H: 3.15 -2.70 1.72
H: -1.05 -2.06 -0.71
H: 1.57 -2.56 2.73
H: -2.81 -2.33 0.74
H: -0.40 -2.87 4.23
H: -2.53 -3.19 3.24
H: 3.86 -1.87 0.53
H: 3.62 -3.62 0.44
C: 1.69 2.22 0.42
C: -1.69 2.57 -1.20
C: -0.20 2.50 -1.29
C: 0.29 2.33 -0.04
C: -0.77 2.56 0.84
C: -2.41 2.25 -2.37
C: -1.76 2.16 -3.56
C: -0.50 2.71 -3.73
C: 0.29 2.71 -2.57
N: -1.96 2.67 0.17
H: -3.60 2.02 -2.23
H: -2.38 1.99 -4.38
H: -2.92 2.99 0.49
H: -0.18 3.36 -4.61
H: -0.79 2.61 1.98
H: 1.34 2.98 -2.56
H: 2.08 3.25 0.71
H: 2.21 1.91 -0.43
H: 1.76 1.67 1.47

Löwdin population analysis, charges in e, atoms 1 to 4:
1 C -0.20
2 C -0.10
3 C -0.18
4 C -0.03

---

(2)
A structure of composition C17H19N2O2PPd. Source: OMol25; level of theory: ωB97M-V with the def2-TZVPD basis set.

Output
**Calculated total energy**: -1388.4712 Ha
**LUMO level**: 0.3 eV
**Molar mass**: 420.75 g mol⁻¹

Element x y z (Å)
Pd: 0.53 -0.01 -0.59
O: 2.50 -0.22 -0.63
C: 3.19 -0.53 0.44
C: 4.56 -0.21 0.45
C: 5.38 -0.56 1.50
C: 4.88 -1.26 2.60
C: 3.54 -1.58 2.62
C: 2.67 -1.23 1.57
C: 1.28 -1.56 1.76
N: 0.33 -1.20 0.98
N: -0.98 -1.49 1.34
C: -1.80 -0.82 0.58
O: -1.47 -0.05 -0.42
C: -3.26 -0.93 0.86
C: -3.72 -1.65 1.97
C: -5.08 -1.74 2.22
C: -5.99 -1.11 1.38
C: -5.53 -0.40 0.28
C: -4.18 -0.31 0.02
H: 4.95 0.31 -0.41
H: 6.43 -0.30 1.46
H: 5.52 -1.53 3.43
H: 3.13 -2.11 3.47
H: 1.00 -2.13 2.65
H: -3.00 -2.13 2.61
H: -5.43 -2.29 3.08
H: -7.05 -1.18 1.58
H: -6.24 0.09 -0.38
H: -3.81 0.24 -0.83
C: 0.87 3.21 -1.52
P: 0.58 1.56 -2.22
C: -0.97 1.73 -3.14
C: 1.87 1.40 -3.48
H: 0.90 3.97 -2.30
H: 1.81 3.21 -0.97
H: 0.07 3.45 -0.82
H: -0.89 2.50 -3.91
H: -1.77 1.98 -2.44
H: -1.21 0.77 -3.60
H: 1.81 2.22 -4.20
H: 1.75 0.45 -4.00
H: 2.84 1.40 -2.99

Löwdin population analysis, charges in e, atoms 1 to 4:
1 Pd 0.86
2 O -0.25
3 C -0.35
4 C -0.03

---

(3)
A cluster of 2 separate species, C17H19N2OS2 in total at a distorted geometry. Source: OMol25; level of theory: ωB97M-V with the def2-TZVPD basis set.

Output
**Calculated total energy**: -1640.0342 Ha
**LUMO level**: -5.2 eV
**Charge**: +1
**Molar mass**: 331.49 g mol⁻¹

Element x y z (Å)
C: -2.88 -0.11 2.30
C: -2.25 1.15 2.20
C: -0.86 1.24 2.26
C: -0.08 0.08 2.39
C: 1.42 0.20 2.39
N: 2.10 -0.89 1.95
N: 3.47 -0.89 1.94
O: 2.01 1.23 2.74
C: -0.71 -1.16 2.55
C: -2.10 -1.26 2.49
H: -3.98 -0.18 2.24
H: -2.86 2.05 2.07
H: -0.38 2.21 2.20
H: 1.66 -1.78 1.74
H: 3.80 -1.08 0.98
H: 3.78 0.02 2.29
H: -0.12 -2.05 2.74
H: -2.58 -2.23 2.58
C: 8.60 -1.00 1.70
C: 8.04 -1.72 2.77
C: 6.83 -2.39 2.59
C: 6.13 -2.30 1.37
C: 4.77 -2.86 1.22
S: 4.08 -2.70 -0.36
C: 2.83 -4.01 -0.51
C: 3.04 -5.25 0.33
C: 2.94 -4.95 1.81
S: 4.18 -3.79 2.52
C: 6.75 -1.65 0.28
C: 7.97 -0.98 0.45
H: 9.50 -0.42 1.85
H: 8.53 -1.74 3.75
H: 6.41 -2.99 3.41
H: 1.86 -3.53 -0.32
H: 2.90 -4.27 -1.58
H: 2.24 -5.95 0.08
H: 4.00 -5.72 0.09
H: 1.98 -4.50 2.09
H: 3.09 -5.87 2.38
H: 6.29 -1.68 -0.71
H: 8.40 -0.44 -0.39

Löwdin population analysis, charges in e, atoms 1 to 4:
1 C -0.07
2 C -0.06
3 C -0.01
4 C -0.14

---

(4)
The molecule C17H19N3OS at a distorted geometry. Source: OMol25; level of theory: ωB97M-V with the def2-TZVPD basis set.

Output
**Calculated total energy**: -1296.8808 Ha
**LUMO level**: 0.5 eV
**SMILES string**: CSc1ccc(/C=N\NC(=O)CNc2ccc(C)cc2)cc1
**Molar mass**: 313.43 g mol⁻¹

Element x y z (Å)
C: -0.31 -3.32 -3.11
H: -0.13 -3.51 -2.05
H: 0.48 -2.71 -3.54
H: -0.38 -4.27 -3.64
S: -1.92 -2.51 -3.32
C: -1.78 -1.04 -2.36
C: -0.62 -0.63 -1.71
C: -0.62 0.54 -0.97
C: -1.76 1.33 -0.87
C: -2.91 0.92 -1.56
C: -2.92 -0.24 -2.28
H: -3.81 -0.56 -2.80
H: -3.80 1.53 -1.50
C: -1.82 2.57 -0.09
N: -1.33 2.85 1.05
N: -0.64 1.97 1.78
C: -0.18 2.32 3.02
O: -0.32 3.41 3.51
C: 0.61 1.19 3.70
N: 1.87 0.96 3.02
C: 2.04 0.13 1.94
C: 1.26 -1.01 1.71
C: 1.56 -1.87 0.68
C: 2.63 -1.64 -0.18
C: 3.39 -0.49 0.03
C: 3.11 0.37 1.07
H: 3.72 1.25 1.22
H: 4.23 -0.28 -0.62
C: 2.98 -2.58 -1.29
H: 2.89 -2.09 -2.26
H: 2.33 -3.45 -1.28
H: 4.01 -2.92 -1.19
H: 0.95 -2.75 0.54
H: 0.43 -1.24 2.36
H: 2.46 1.78 3.01
H: 0.82 1.50 4.73
H: 0.02 0.27 3.73
H: -0.51 1.01 1.46
H: -2.41 3.37 -0.52
H: 0.32 0.85 -0.52
H: 0.29 -1.20 -1.78

Löwdin population analysis, charges in e, atoms 1 to 4:
1 C -0.40
2 H 0.03
3 H 0.03
4 H 0.03

---

(5)
The molecule C17H19N5O4S. Source: OMol25; level of theory: ωB97M-V with the def2-TZVPD basis set.

Output
**Calculated total energy**: -1632.2294 Ha
**LUMO level**: 0.0 eV
**SMILES string**: CCc1nc(SCC(=O)NCc2ccco2)c2c(=O)n(C)c(=O)n(C)c2n1
**Molar mass**: 389.44 g mol⁻¹

Element x y z (Å)
C: -1.39 0.49 3.87
H: -1.89 -0.27 3.27
H: -0.57 0.04 4.40
H: -2.11 0.89 4.58
C: -0.89 1.62 2.97
C: 0.14 1.12 2.01
N: 1.18 0.44 2.48
C: 2.07 0.00 1.59
N: 3.15 -0.70 2.04
C: 4.12 -1.19 1.19
O: 5.08 -1.80 1.60
N: 3.94 -0.96 -0.16
C: 2.88 -0.28 -0.74
O: 2.77 -0.12 -1.94
C: 1.93 0.23 0.22
C: 0.80 0.97 -0.17
N: -0.07 1.41 0.73
S: 0.50 1.31 -1.84
C: -1.01 2.31 -1.63
H: -1.38 2.49 -2.64
C: -2.10 1.66 -0.79
O: -2.81 2.30 -0.04
N: -2.25 0.33 -1.01
H: -1.63 -0.13 -1.66
C: -3.25 -0.46 -0.33
C: -4.13 -1.17 -1.30
C: -4.09 -2.45 -1.79
C: -5.15 -2.55 -2.72
C: -5.75 -1.33 -2.73
O: -5.14 -0.49 -1.88
H: -6.59 -0.95 -3.27
H: -5.42 -3.41 -3.30
H: -3.39 -3.22 -1.52
H: -2.76 -1.19 0.33
H: -3.83 0.24 0.27
H: -0.74 3.26 -1.17
C: 4.97 -1.50 -1.04
H: 4.70 -1.25 -2.06
H: 5.94 -1.07 -0.78
H: 5.03 -2.58 -0.92
C: 3.29 -0.93 3.47
H: 3.29 0.03 3.99
H: 4.22 -1.45 3.63
H: 2.45 -1.52 3.83
H: -0.43 2.39 3.59
H: -1.70 2.06 2.39

Löwdin population analysis, charges in e, atoms 1 to 4:
1 C -0.09
2 H 0.07
3 H 0.06
4 H 0.07

---

(6)
A structure of composition C17H19N6NaO3S3. Source: OMol25; level of theory: ωB97M-V with the def2-TZVPD basis set.

Output
**Calculated total energy**: -2570.5168 Ha
**LUMO level**: 3.3 eV
**Charge**: -2
**Molar mass**: 474.57 g mol⁻¹

Element x y z (Å)
Na: -0.63 0.44 -0.37
S: -0.51 2.98 -0.99
C: -0.88 3.17 0.69
S: -0.46 1.96 1.86
C: -1.53 4.34 1.11
C: -1.76 4.63 2.49
N: -1.94 4.93 3.59
C: -1.98 5.33 0.19
N: -2.39 6.16 -0.50
N: -1.03 -1.96 0.46
C: -2.26 -2.58 0.84
C: -2.95 -2.18 1.98
C: -4.14 -2.81 2.33
C: -4.64 -3.85 1.55
C: -3.97 -4.22 0.40
C: -2.79 -3.59 0.04
S: -6.13 -4.74 2.02
O: -6.79 -3.87 2.99
O: -5.64 -5.99 2.58
O: -6.85 -4.90 0.76
H: -0.45 -2.60 -0.07
H: -0.51 -1.61 1.25
H: -2.55 -1.38 2.59
H: -4.68 -2.52 3.22
H: -4.38 -5.02 -0.21
H: -2.25 -3.89 -0.85
C: 3.68 3.09 -0.43
C: 3.01 2.51 0.79
N: 2.50 1.16 0.52
C: 2.68 0.51 -0.68
N: 1.81 -0.38 -1.05
C: 2.01 -1.05 -2.32
C: 2.77 -0.19 -3.32
C: 4.08 0.20 -2.65
N: 3.81 0.86 -1.39
C: 4.59 2.02 -1.02
H: 4.25 3.98 -0.17
H: 2.92 3.36 -1.17
H: 2.16 3.13 1.09
H: 3.71 2.48 1.63
H: 1.55 1.06 0.88
H: 1.04 -1.32 -2.73
H: 2.56 -1.99 -2.17
H: 2.19 0.72 -3.51
H: 2.95 -0.71 -4.26
H: 4.66 0.88 -3.28
H: 4.70 -0.70 -2.50
H: 5.09 2.39 -1.91
H: 5.38 1.76 -0.29

Löwdin population analysis, charges in e, atoms 1 to 4:
1 Na 0.14
2 S 0.45
3 C -1.20
4 S 0.49

---

(7)
A cluster of 2 separate species, C17H19NO in total at a distorted geometry. Source: OMol25; level of theory: ωB97M-V with the def2-TZVPD basis set.

Output
**Calculated total energy**: -789.1427 Ha
**LUMO level (alpha / beta)**: 3.0 / 3.0 eV
**Multiplicity**: 2
**Charge**: -1
**Molar mass**: 253.35 g mol⁻¹
**<S²>**: 0.77

Element x y z (Å)
C: -2.50 1.86 -0.25
C: -2.65 0.57 -1.07
C: -1.03 2.26 -0.19
C: -0.20 1.64 0.74
C: -0.52 3.19 -1.09
C: 1.08 2.14 0.94
C: 0.82 3.56 -0.98
C: 1.63 2.98 -0.01
O: 2.91 3.48 0.23
H: -3.02 2.76 -0.59
H: -2.92 1.67 0.73
H: -2.57 0.76 -2.14
H: -0.58 0.79 1.28
H: -1.06 3.55 -1.96
H: 1.71 1.80 1.75
H: 1.27 4.28 -1.65
H: 3.45 3.43 -0.57
H: -3.67 0.19 -0.96
H: -2.01 -0.22 -0.70
C: -1.91 -3.27 0.96
C: 0.30 -2.19 0.18
C: -0.78 -2.31 1.08
C: 1.36 -1.47 0.81
C: -0.38 -1.69 2.26
C: 0.60 -2.72 -1.11
C: 1.77 -2.35 -1.79
C: 2.82 -1.72 -1.13
C: 2.58 -1.25 0.21
N: 0.92 -1.20 2.10
H: -0.16 -3.21 -1.69
H: 1.84 -2.65 -2.83
H: 3.73 -1.38 -1.61
H: -2.85 -3.03 1.46
H: -1.63 -4.30 1.21
H: -0.93 -1.46 3.16
H: 1.40 -0.46 2.59
H: 3.34 -0.72 0.75
H: -2.15 -3.30 -0.11

Löwdin population analysis, charges in e, atoms 1 to 4:
1 C -0.21
2 C -0.09
3 C -0.25
4 C -0.02

---

(8)
The molecule C17H19NO2 at a distorted geometry. Source: OMol25; level of theory: ωB97M-V with the def2-TZVPD basis set.

Output
**Calculated total energy**: -864.4108 Ha
**LUMO level**: 0.8 eV
**SMILES string**: C=C(C)C[C@H](c1ccccc1)N(C(C)=O)c1ccco1
**Molar mass**: 269.34 g mol⁻¹

Element x y z (Å)
C: -2.43 -1.59 1.62
C: -1.44 -1.93 0.82
C: -1.62 -2.89 -0.32
H: -2.61 -3.34 -0.29
H: -0.87 -3.68 -0.27
H: -1.50 -2.38 -1.27
C: -0.05 -1.39 1.02
H: -0.04 -0.67 1.84
H: 0.61 -2.22 1.30
C: 0.54 -0.75 -0.25
C: 1.91 -0.17 0.03
C: 2.95 -1.04 0.33
C: 4.22 -0.56 0.60
C: 4.47 0.80 0.57
C: 3.45 1.67 0.26
C: 2.17 1.19 -0.01
H: 1.39 1.89 -0.26
H: 3.63 2.74 0.22
H: 5.46 1.18 0.78
H: 5.02 -1.25 0.83
H: 2.77 -2.10 0.34
N: -0.38 0.23 -0.84
C: -0.37 0.32 -2.21
O: 0.26 -0.45 -2.89
C: -1.18 1.44 -2.82
H: -0.74 1.69 -3.78
H: -2.20 1.10 -3.00
H: -1.21 2.32 -2.19
C: -1.19 0.99 -0.01
C: -2.53 1.29 -0.08
C: -2.81 2.08 1.06
C: -1.64 2.19 1.73
O: -0.65 1.54 1.09
H: -1.38 2.69 2.65
H: -3.76 2.49 1.33
H: -3.22 0.97 -0.83
H: 0.67 -1.52 -1.02
H: -3.43 -1.98 1.49
H: -2.30 -0.90 2.43

Löwdin population analysis, charges in e, atoms 1 to 4:
1 C 0.05
2 C -0.36
3 C -0.04
4 H 0.08

---

(9)
The molecule C17H19NO4 at a distorted geometry. Source: OMol25; level of theory: ωB97M-V with the def2-TZVPD basis set.

Output
**Calculated total energy**: -1014.7918 Ha
**LUMO level**: 0.4 eV
**SMILES string**: COc1ccc2c(=O)c3ccoc3n(CCC(C)(C)O)c2c1
**Molar mass**: 301.34 g mol⁻¹

Element x y z (Å)
O: 0.77 -4.06 -1.54
O: -0.18 -0.32 -3.75
O: 2.49 0.17 3.05
O: -2.96 2.73 -0.90
C: 0.45 -2.87 -1.36
C: -0.59 -1.39 -4.54
C: -0.52 -2.53 -3.74
C: -0.06 -2.04 -2.46
C: 0.15 -0.73 -2.46
C: 1.94 -1.92 2.06
C: 1.39 -2.75 1.00
C: 1.78 -0.02 0.70
C: 2.04 -0.53 1.96
C: 1.05 -2.06 -0.21
C: 1.23 -0.74 -0.32
N: 0.61 0.02 -1.38
C: 3.91 -0.07 3.28
C: -1.51 2.99 1.17
C: -3.51 1.48 1.06
C: -0.19 1.31 -1.02
C: -1.44 0.87 -0.21
C: -2.34 2.03 0.23
H: -2.45 2.83 -1.66
H: -0.82 -1.29 -5.60
H: -0.66 -3.56 -4.02
H: 2.21 -2.40 2.96
H: 1.26 -3.83 1.13
H: 1.87 1.02 0.61
H: 4.06 0.46 4.23
H: 4.22 -1.11 3.68
H: 4.59 0.49 2.68
H: -0.79 3.44 0.62
H: -1.05 2.36 2.00
H: -2.19 3.82 1.61
H: -3.13 1.03 1.95
H: -4.15 2.25 1.32
H: -4.05 0.79 0.34
H: -0.51 1.71 -1.90
H: 0.47 1.97 -0.53
H: -1.26 0.30 0.75
H: -2.11 0.15 -0.81

Löwdin population analysis, charges in e, atoms 1 to 4:
1 O 0.06
2 O 0.03
3 O -0.09
4 O -0.01

---

(10)
A structure of composition C17H20AuBrN5O2Se. Source: OMol25; level of theory: ωB97M-V with the def2-TZVPD basis set.

Output
**Calculated total energy**: -6194.9998 Ha
**LUMO level**: -2.6 eV
**Charge**: +1
**Molar mass**: 682.21 g mol⁻¹

Element x y z (Å)
Au: -3.02 -0.64 0.04
C: -4.13 2.19 -0.40
O: -2.88 1.46 -0.46
C: -1.91 1.93 -1.33
C: -2.14 2.93 -2.25
C: -1.10 3.33 -3.08
Br: -1.41 4.70 -4.34
C: 0.14 2.74 -3.01
C: 0.37 1.72 -2.07
C: -0.65 1.33 -1.21
O: -0.49 0.38 -0.27
C: 1.64 1.02 -1.97
N: 1.83 0.01 -1.15
C: 3.14 -0.40 -1.35
C: 3.85 -1.44 -0.75
C: 5.16 -1.63 -1.16
C: 5.75 -0.81 -2.14
C: 5.05 0.22 -2.74
C: 3.73 0.40 -2.33
N: 2.75 1.30 -2.70
H: -3.92 3.23 -0.19
H: -4.69 1.74 0.41
H: -4.67 2.08 -1.34
H: -3.11 3.40 -2.35
H: 0.92 3.06 -3.68
H: 0.43 0.01 -0.39
H: 3.40 -2.07 -0.01
H: 5.75 -2.42 -0.72
H: 6.77 -0.99 -2.43
H: 5.51 0.84 -3.50
H: 2.84 2.02 -3.40
N: -0.45 -3.00 4.15
C: -1.26 -1.76 4.34
C: -1.31 -0.96 3.04
N: -2.42 -0.03 2.97
H: -0.37 -3.54 5.01
H: 0.50 -2.80 3.81
H: -0.94 -3.63 3.44
H: -0.83 -1.19 5.17
H: -2.26 -2.10 4.62
H: -1.38 -1.67 2.21
H: -0.38 -0.41 2.89
H: -2.24 0.84 3.46
H: -3.28 -0.43 3.30
Se: -2.23 -4.90 2.11
C: -2.82 -3.49 1.17
N: -3.21 -2.57 0.57

Löwdin population analysis, charges in e, atoms 1 to 4:
1 Au 0.84
2 C -0.04
3 O -0.26
4 C -0.19

---

(11)
The molecule C17H20BNO4 at a distorted geometry. Source: OMol25; level of theory: ωB97M-V with the def2-TZVPD basis set.

Output
**Calculated total energy**: -1040.4844 Ha
**LUMO level**: 0.4 eV
**SMILES string**: Cc1ccc(C[C@H](NC(=O)[C@@H](O)c2ccccc2)B(O)O)cc1
**Molar mass**: 313.16 g mol⁻¹

Element x y z (Å)
O: 1.26 0.34 -1.83
O: 0.29 -1.48 2.37
O: 1.58 -1.62 0.42
O: 0.15 0.23 -4.27
B: 0.54 -0.99 1.12
C: 0.16 -0.15 -1.94
C: 1.40 -4.63 -3.77
C: 1.10 -4.19 -2.50
C: 1.12 -3.83 -4.85
C: -1.10 3.96 2.78
C: -0.06 2.27 4.13
C: -1.48 3.01 1.86
C: -0.42 1.30 3.21
C: 0.52 -2.93 -2.37
C: 0.58 -2.56 -4.67
C: -0.37 3.59 3.90
C: -1.15 1.68 2.08
C: 0.31 -2.08 -3.43
N: -0.72 -0.33 -0.89
C: -0.10 4.66 4.90
C: -1.57 0.64 1.10
C: -0.31 0.17 0.37
C: -0.23 -0.69 -3.27
H: 0.93 -2.18 2.58
H: 1.64 -1.18 -0.47
H: 0.92 0.75 -3.93
H: 1.74 -5.64 -3.91
H: 1.31 -4.78 -1.62
H: 1.32 -4.14 -5.83
H: -1.41 4.97 2.62
H: 0.49 2.00 5.04
H: -2.06 3.28 1.00
H: -0.16 0.29 3.33
H: 0.27 -2.55 -1.40
H: 0.33 -1.96 -5.50
H: -1.51 -1.02 -0.89
H: 0.01 5.63 4.43
H: 0.81 4.46 5.49
H: -0.91 4.76 5.63
H: -1.97 -0.24 1.64
H: -2.34 1.00 0.43
H: 0.43 0.97 0.22
H: -1.35 -0.77 -3.30

Löwdin population analysis, charges in e, atoms 1 to 4:
1 O 0.10
2 O 0.15
3 O 0.13
4 O 0.00